# 1
Here is one molecule with the formula C16H23N7O3 in a non-equilibrium geometry from the Open Molecules 2025 dataset. Energies are from the ωB97M-V functional and the def2-TZVPD basis.

Summary:
Gap between HOMO and LUMO ... 8.8 eV
Structure (SMILES) ... CC(C)CNc1nc(Oc2ccc(=O)n(C)n2)nc(N2CCOCC2)n1
HOMO level ... -8.5 eV
Lowest unoccupied orbital energy ... 0.265 eV

Positions of all 49 atoms, in Å:
C: -5.895 -1.521 -0.559
C: -4.465 -2.046 -0.458
C: -3.668 -1.686 -1.708
C: -3.790 -1.471 0.797
N: -2.477 -2.015 1.020
C: -1.336 -1.376 0.729
N: -0.214 -2.108 0.829
C: 0.894 -1.438 0.575
O: 2.009 -2.187 0.707
C: 3.251 -1.735 0.428
C: 4.315 -2.624 0.777
C: 5.581 -2.242 0.509
C: 5.862 -0.961 -0.114
O: 6.969 -0.532 -0.386
N: 4.721 -0.222 -0.394
C: 4.854 1.073 -1.023
N: 3.474 -0.591 -0.136
N: 0.983 -0.172 0.241
C: -0.193 0.472 0.156
N: -0.156 1.753 -0.236
C: -1.319 2.607 -0.196
C: -1.127 3.655 0.908
O: 0.071 4.375 0.723
C: 1.193 3.519 0.730
C: 1.093 2.465 -0.378
N: -1.378 -0.087 0.398
H: -6.471 -1.796 0.321
H: -6.389 -1.934 -1.435
H: -5.894 -0.437 -0.645
H: -4.497 -3.138 -0.362
H: -2.650 -2.063 -1.637
H: -4.131 -2.116 -2.593
H: -3.622 -0.606 -1.828
H: -4.410 -1.682 1.675
H: -3.671 -0.392 0.693
H: -2.382 -3.004 1.189
H: 4.071 -3.568 1.239
H: 6.434 -2.861 0.741
H: 4.722 1.867 -0.286
H: 5.856 1.134 -1.444
H: 4.098 1.173 -1.799
H: -2.195 1.990 -0.002
H: -1.418 3.111 -1.163
H: -1.931 4.392 0.888
H: -1.115 3.151 1.887
H: 2.063 4.160 0.582
H: 1.272 3.014 1.705
H: 1.904 1.740 -0.310
H: 1.103 2.961 -1.355


# 2
Here is C16H24As2CaF15NO14 as an isolated structure in a non-equilibrium geometry from the Open Molecules 2025 dataset. Energies are from the ωB97M-V functional and the def2-TZVPD basis.

Summary:
Total charge ... -2
Gap between HOMO and LUMO ... 6.0 eV
HOMO level ... -2.3 eV
Lowest unoccupied orbital energy ... 3.766 eV

Positions of all 73 atoms, in Å:
Ca: 0.802 -21.208 -7.167
As: -0.845 -17.709 -8.353
F: 0.208 -17.690 -9.737
F: -2.040 -18.471 -9.349
F: -1.901 -17.838 -7.002
F: 0.362 -16.933 -7.440
F: -1.491 -16.160 -8.795
F: -0.186 -19.291 -7.929
As: 0.632 -23.370 -3.604
F: 2.299 -23.075 -3.695
F: 0.341 -21.829 -2.898
F: -1.097 -23.645 -3.524
F: 0.809 -24.923 -4.359
F: 0.807 -24.108 -2.050
F: 0.356 -22.705 -5.217
C: 2.483 -24.057 -7.730
O: 3.394 -24.842 -6.946
O: 2.466 -22.819 -7.333
C: 2.898 -24.246 -9.206
F: 2.251 -23.380 -10.026
F: 4.195 -24.001 -9.422
F: 2.645 -25.484 -9.683
C: 3.024 -26.169 -6.727
C: 4.101 -26.870 -5.914
H: 4.270 -26.425 -4.933
H: 3.752 -27.893 -5.706
H: 5.041 -26.989 -6.457
H: 2.963 -26.741 -7.664
H: 2.099 -26.262 -6.143
H: 1.434 -24.454 -7.647
N: 3.235 -19.598 -5.082
O: 3.468 -18.715 -4.243
O: 2.030 -19.891 -5.334
O: 4.155 -20.231 -5.598
C: -4.453 -19.720 -3.072
C: -3.554 -20.824 -3.577
C: -4.128 -21.751 -4.673
O: -3.143 -21.736 -5.693
C: -2.128 -20.903 -5.338
O: -1.116 -20.797 -5.935
O: -2.430 -20.229 -4.227
H: -4.816 -19.119 -3.906
H: -3.852 -19.088 -2.419
H: -5.282 -20.132 -2.495
H: -3.209 -21.445 -2.745
H: -5.078 -21.347 -5.034
H: -4.247 -22.769 -4.309
C: 3.182 -17.257 -11.955
C: 3.768 -17.673 -10.629
C: 3.458 -16.717 -9.459
O: 3.141 -17.576 -8.384
C: 2.923 -18.819 -8.851
O: 2.498 -19.705 -8.197
O: 3.193 -18.906 -10.174
H: 2.124 -17.033 -11.847
H: 3.372 -18.008 -12.720
H: 3.748 -16.373 -12.273
H: 4.853 -17.813 -10.639
H: 2.601 -16.066 -9.649
H: 4.334 -16.126 -9.192
C: -3.491 -25.867 -7.129
C: -1.974 -25.977 -7.203
C: -1.489 -26.105 -8.654
O: -1.108 -24.777 -8.983
C: -1.055 -24.036 -7.846
O: -0.752 -22.891 -7.826
O: -1.333 -24.784 -6.773
H: -3.886 -25.165 -7.864
H: -3.832 -25.531 -6.146
H: -3.906 -26.872 -7.233
H: -1.658 -26.807 -6.577
H: -2.226 -26.512 -9.344
H: -0.607 -26.751 -8.717


# 3
Here is C16H24As2F13O12Pt as an isolated structure in a non-equilibrium geometry from the Open Molecules 2025 dataset. Energies are from the ωB97M-V functional and the def2-TZVPD basis.

Summary:
Total charge ... -1
Gap between HOMO and LUMO (alpha / beta) ... 5.6 / 3.8 eV
HOMO level (alpha / beta) ... -8.6 / -8.6 eV
Multiplicity ... 3
Lowest unoccupied orbital energy (alpha / beta) ... -3.034 / -4.816 eV

Positions of all 68 atoms, in Å:
Pt: 21.116 8.306 20.921
As: 23.934 12.987 21.944
F: 24.786 12.904 20.365
F: 22.716 14.201 21.202
F: 23.100 13.291 23.484
F: 25.153 11.896 22.817
F: 25.073 14.408 22.333
F: 22.883 11.578 21.490
As: 17.406 11.716 23.030
F: 16.213 10.484 23.687
F: 16.467 13.105 23.608
F: 18.687 12.768 22.410
F: 18.187 10.284 22.350
F: 16.440 11.862 21.480
F: 18.272 11.595 24.545
F: 19.145 8.276 18.708
C: 25.883 4.625 27.303
C: 26.476 5.564 26.204
C: 27.122 4.944 24.985
O: 26.561 5.618 23.819
C: 25.559 6.490 24.157
O: 24.642 6.850 23.389
O: 25.423 6.392 25.553
H: 26.776 4.455 27.904
H: 25.608 3.583 27.139
H: 25.111 5.148 27.868
H: 27.216 6.115 26.784
H: 26.904 3.876 24.962
H: 28.202 5.092 25.000
C: 17.116 7.522 28.518
C: 18.671 7.238 28.496
C: 19.172 5.786 28.458
O: 19.365 5.588 27.088
C: 19.600 6.770 26.444
O: 19.820 7.030 25.225
O: 19.154 7.702 27.237
H: 16.581 6.685 28.069
H: 16.832 8.357 27.877
H: 16.709 7.577 29.528
H: 19.086 7.776 29.348
H: 18.416 5.046 28.721
H: 20.165 5.568 28.852
C: 27.482 10.956 16.146
C: 26.666 9.771 15.921
C: 27.165 8.576 16.552
O: 26.134 8.077 17.351
C: 25.066 8.843 17.221
O: 23.956 8.659 17.667
O: 25.372 9.980 16.469
H: 28.568 10.919 16.230
H: 27.337 11.421 17.121
H: 27.212 11.762 15.464
H: 26.593 9.483 14.872
H: 28.037 8.829 17.155
H: 27.533 7.784 15.900
C: 18.905 0.794 22.961
C: 20.139 1.766 23.118
C: 21.454 1.361 22.568
O: 21.772 2.232 21.550
C: 20.789 3.162 21.416
O: 20.927 4.269 20.914
O: 19.859 2.842 22.230
H: 18.918 0.303 21.987
H: 17.961 1.299 23.162
H: 19.003 -0.041 23.655
H: 20.133 2.195 24.120
H: 21.278 0.315 22.314
H: 22.172 1.379 23.387


# 4
Here is C16H24BBaBr12O8 as an isolated structure in a non-equilibrium geometry from the Open Molecules 2025 dataset. Energies are from the ωB97M-V functional and the def2-TZVPD basis.

Summary:
Total charge ... +1
Gap between HOMO and LUMO ... 3.4 eV
HOMO level ... -10.2 eV
Lowest unoccupied orbital energy ... -6.886 eV

Positions of all 62 atoms, in Å:
Ba: 2.242 2.101 -6.063
O: 0.697 0.164 -4.907
C: 0.327 0.277 -3.742
O: 1.171 0.281 -2.757
B: 0.424 0.620 -1.494
O: -0.982 0.641 -1.897
C: -1.091 0.429 -3.182
O: -2.114 0.504 -3.791
O: 0.907 1.897 -0.976
C: 1.311 1.802 0.275
O: 1.886 2.619 0.912
C: 1.063 0.288 0.672
O: 0.660 -0.346 -0.420
O: 1.217 -0.196 1.753
Br: 0.190 -0.012 5.245
C: -0.173 -1.473 3.937
C: 1.096 -1.999 3.303
Br: 0.794 -3.843 2.692
H: -0.855 -0.888 3.328
H: -0.733 -2.211 4.500
H: 1.813 -2.023 4.124
H: 1.489 -1.320 2.552
Br: 1.347 5.674 1.675
C: -0.258 5.220 2.691
C: -0.402 3.717 2.733
Br: -2.013 3.112 3.672
H: -1.145 5.564 2.161
H: -0.164 5.697 3.659
H: 0.412 3.137 3.162
H: -0.446 3.347 1.710
Br: 3.753 3.301 3.731
C: 3.038 1.478 3.412
C: 3.984 0.437 4.027
Br: 3.760 0.465 5.949
H: 3.044 1.477 2.327
H: 2.004 1.500 3.730
H: 4.967 0.709 3.666
H: 3.545 -0.529 3.801
Br: -2.511 3.485 -0.136
C: -3.146 2.924 -1.920
C: -4.651 2.784 -1.975
Br: -5.141 2.420 -3.822
H: -2.669 1.978 -2.166
H: -2.796 3.678 -2.620
H: -5.119 3.701 -1.626
H: -4.950 1.994 -1.290
Br: -0.197 -4.911 -7.404
C: -0.090 -4.644 -5.458
C: -0.754 -3.342 -5.075
Br: -1.032 -3.240 -3.138
H: 0.902 -4.776 -5.030
H: -0.616 -5.495 -5.021
H: -1.673 -3.147 -5.614
H: -0.033 -2.549 -5.260
Br: 1.818 -4.792 -0.293
C: 0.282 -3.541 0.151
C: -0.876 -4.483 0.131
Br: -2.406 -3.497 0.933
H: 0.231 -2.750 -0.586
H: 0.512 -3.189 1.150
H: -0.698 -5.359 0.747
H: -1.151 -4.869 -0.846


# 5
Here is C16H24BiI2N2O3S2Sc as an isolated structure in a non-equilibrium geometry from the Open Molecules 2025 dataset. Energies are from the ωB97M-V functional and the def2-TZVPD basis.

Summary:
Total charge ... +4
Gap between HOMO and LUMO ... 4.0 eV
HOMO level ... -19.9 eV
Lowest unoccupied orbital energy ... -15.857 eV

Positions of all 51 atoms, in Å:
I: -0.375 -3.419 -2.677
I: -0.579 -2.056 -5.073
Sc: -0.131 0.701 -2.836
Bi: 0.090 0.672 0.166
S: 1.500 -0.764 -1.708
S: -1.932 -0.510 -1.701
C: 1.981 0.393 1.475
C: 3.429 -0.781 -2.007
C: -3.709 0.039 -1.501
C: 3.690 -0.588 -3.484
C: 4.009 0.372 -1.219
C: 3.787 -2.190 -1.572
C: -4.367 -0.105 -2.875
C: -3.793 1.471 -1.013
C: -4.320 -0.959 -0.511
C: 1.306 2.363 -2.425
C: -0.971 2.787 -2.374
O: 2.486 0.639 2.470
O: 2.035 3.275 -2.378
O: -1.212 3.917 -2.449
H: 3.338 0.389 -3.826
H: 3.200 -1.348 -4.101
H: 4.768 -0.624 -3.661
H: 3.661 1.321 -1.658
H: 5.107 0.340 -1.303
H: 3.707 0.355 -0.162
H: 3.454 -2.426 -0.563
H: 4.862 -2.368 -1.616
H: 3.302 -2.925 -2.233
H: -5.426 0.191 -2.837
H: -4.294 -1.140 -3.234
H: -3.864 0.535 -3.603
H: -4.852 1.771 -0.949
H: -3.265 2.145 -1.699
H: -3.341 1.577 -0.018
H: -5.378 -0.724 -0.309
H: -3.788 -0.963 0.445
H: -4.264 -1.981 -0.917
N: -2.729 1.922 5.874
C: -2.108 1.561 4.723
C: -1.238 0.441 4.681
C: -0.692 0.087 3.449
N: -0.947 0.808 2.315
C: -1.828 1.853 2.351
C: -2.416 2.265 3.532
H: -2.603 1.399 6.719
H: -3.429 2.658 5.849
H: -0.975 -0.104 5.597
H: -0.090 -0.817 3.303
H: -2.075 2.309 1.392
H: -3.093 3.143 3.547


Q: What is the formula in the second record?
A: C16H24As2CaF15NO14


Q: What is the formula in the fifth record?
A: C16H24BiI2N2O3S2Sc